Below is a 2-piece molecular cluster, C4H6Cl2O overall, with properties calculated with wB97M-V/def2-TZVPD.

Results
F_max: 0.1943 Eh/bohr
M: 141.00 g/mol
<S²>: 2.008
gap between HOMO and LUMO (spin up / spin down): 5.4 / 9.0 eV
LUMO energy (spin up / spin down): 0.700 / -1.731 eV
energy above the lowest of the compared OMol25 structures with the same formula, charge and spin: 67.4 kcal/mol

```
! RIJCOSX wB97M-V def2-TZVPD def2/J DEFGRID3
* xyz 0 3
C -0.54422 -0.74048 -0.87630
C -0.89955 0.70559 -0.76884
C 0.00849 -1.45470 0.34985
C -1.69238 1.65973 -0.28208
O 0.32126 0.38924 -1.17623
Cl 2.04842 2.42214 0.12466
Cl -3.30519 1.25832 0.19444
H -0.77768 -1.24543 -1.69089
H -0.55481 -2.25036 0.55766
H 0.05936 -0.83194 1.12543
H 0.89381 -1.91030 -0.03390
H -1.27239 2.72741 -0.33043
H 3.02193 2.62048 0.97104
*
```

Atom charges from the Mulliken analysis, given in e for atoms 1 to 4: 0.19, 0.19, -1.37, -0.50

=====

Below is a 9-piece molecular cluster, C26H48Br16FNO5 overall, with properties calculated with wB97M-V/def2-TZVPD.

Results
F_max: 0.0309 Eh/bohr
M: 1752.13 g/mol
gap between HOMO and LUMO: 9.4 eV
LUMO energy: 0.266 eV
SMILES string: CNC[C@@H]1OC(=O)O[C@]1(CC(=O)F)C[C@@H](C)O.BrCCBr.BrCCBr.BrCCBr.BrCCBr.BrCCBr.BrCCBr.BrCCBr.BrCCBr

```
! RIJCOSX wB97M-V def2-TZVPD def2/J DEFGRID3
* xyz 0 1
C 5.11214 0.27691 -5.25652
N 4.56804 -0.77511 -4.39756
C 3.50022 -1.56993 -4.95965
C 2.48227 -1.97931 -3.92593
O 1.60692 -2.90447 -4.61543
C 0.47823 -2.95720 -3.88773
O -0.26355 -3.90035 -3.80421
O 0.29445 -1.78398 -3.26526
C 1.47564 -0.94423 -3.37924
C 1.81334 -0.57099 -1.94666
C 2.76296 0.55995 -1.82455
O 3.30941 1.18411 -2.68358
F 2.99363 0.85455 -0.53184
C 1.13449 0.19272 -4.31929
C 0.50009 1.45644 -3.68492
C 1.26204 2.69869 -4.10040
O -0.83851 1.57582 -4.15802
H 4.68116 0.25118 -6.24398
H 4.89968 1.24063 -4.81211
H 6.18606 0.18673 -5.32516
H 5.29591 -1.35789 -4.02904
H 2.99813 -1.08314 -5.77905
H 3.89873 -2.49414 -5.37142
H 2.97194 -2.56715 -3.16106
H 2.22934 -1.42057 -1.42557
H 0.89653 -0.34440 -1.42148
H 0.39389 -0.20072 -4.99809
H 1.97266 0.48753 -4.92692
H 0.38912 1.39543 -2.61465
H 0.97761 2.95154 -5.11468
H 2.32781 2.53912 -4.12314
H 1.05988 3.55476 -3.46933
H -0.81125 1.82707 -5.08300
Br 1.57444 6.18010 -3.63261
C -0.01722 6.96700 -2.83525
C -0.08741 6.81956 -1.33497
Br -0.58683 5.03065 -0.74756
H -0.86276 6.51124 -3.33891
H 0.03188 8.02162 -3.09511
H -0.86907 7.46867 -0.94762
H 0.85030 7.05073 -0.84212
Br -0.82624 2.65273 2.95534
C 0.68130 3.56350 3.78962
C 1.79224 2.61192 4.13413
Br 1.34661 1.56179 5.71463
H 0.29267 4.07386 4.66331
H 1.01039 4.29960 3.05925
H 2.69505 3.16146 4.39091
H 2.00925 1.91260 3.34231
Br 2.54324 -2.71194 10.47288
C 2.78603 -2.01166 8.67382
C 2.55637 -0.52620 8.61419
Br 0.66395 -0.08423 8.68665
H 2.10973 -2.56251 8.02973
H 3.81384 -2.24664 8.40808
H 2.90874 -0.12478 7.66620
H 3.03247 0.00386 9.43159
Br -5.82983 2.28270 -4.95200
C -4.92156 0.90585 -5.98306
C -3.42576 1.02104 -5.87177
Br -2.73966 2.49667 -6.95211
H -5.27492 0.99657 -7.00432
H -5.25745 -0.03986 -5.56507
H -2.94679 0.12703 -6.26453
H -3.08965 1.19407 -4.85624
Br -0.92417 6.36149 5.66713
C -2.69237 5.64405 5.28153
C -3.32201 5.05717 6.51441
Br -2.54932 3.32874 6.95410
H -2.57218 4.91753 4.48385
H -3.27410 6.48840 4.91974
H -4.38002 4.86844 6.34862
H -3.20182 5.68545 7.39007
Br 3.89175 -6.60570 -4.07016
C 1.96111 -6.85363 -3.94489
C 1.54805 -7.38473 -2.60176
Br 1.94538 -9.28098 -2.41646
H 1.67896 -7.51071 -4.75973
H 1.53038 -5.86755 -4.10802
H 0.47065 -7.30338 -2.48027
H 2.04529 -6.88029 -1.78054
Br -1.79834 -10.85761 -3.25488
C -1.80423 -10.37689 -1.37206
C -2.83951 -9.32887 -1.06499
Br -2.28955 -7.56046 -1.66580
H -0.79591 -10.05489 -1.13110
H -2.02902 -11.29709 -0.83807
H -2.97955 -9.23725 0.00939
H -3.79274 -9.53408 -1.53913
Br -4.05306 4.43239 10.15478
C -4.52533 2.55076 10.03860
C -6.00314 2.35476 9.83886
Br -7.00644 2.65146 11.47987
H -4.15973 2.08126 10.94518
H -3.97376 2.17030 9.18260
H -6.21270 1.32676 9.55356
H -6.41492 3.02857 9.09571
*
```

Atom charges from the Mulliken analysis, given in e for atoms 1 to 4: -0.95, -0.02, -1.58, 0.01

=====

Below is an isolated ion of composition C8H15N2 and charge +1, with properties calculated with wB97M-V/def2-TZVPD.

Results
F_max: 0.0905 Eh/bohr
M: 139.22 g/mol
gap between HOMO and LUMO: 9.6 eV
LUMO energy: -2.936 eV
energy above the lowest of the compared OMol25 structures with the same formula, charge and spin: 47.6 kcal/mol

```
! RIJCOSX wB97M-V def2-TZVPD def2/J DEFGRID3
* xyz 1 1
C 0.80937 -2.35981 -0.11893
C 1.85813 -1.38722 0.14159
C -0.49227 -2.12715 0.05034
C 1.70618 -0.08544 0.23594
C -0.97880 -0.81359 0.59404
C -0.33645 0.34471 -0.14606
C 2.51167 1.10553 0.48737
C -0.50481 0.42583 -1.63418
N -0.86810 1.55923 0.52691
N -2.41621 -0.51985 0.60676
H 1.14173 -3.33218 -0.44766
H 2.85806 -1.79426 0.25448
H -1.22506 -2.89444 -0.14324
H -0.64687 -0.75833 1.64428
H 3.56165 0.87490 0.29889
H 2.42121 1.42876 1.52680
H 2.22822 1.93219 -0.16308
H 0.13246 1.19720 -2.06024
H -1.53973 0.64752 -1.90237
H -0.22877 -0.52065 -2.08819
H -0.90358 2.37485 -0.08822
H -0.36039 1.79147 1.38404
H -2.91391 -1.08878 1.27988
H -2.82507 -0.70757 -0.30282
H -1.84739 1.18549 0.75858
*
```

Atom charges from the Mulliken analysis, given in e for atoms 1 to 4: -0.35, -0.32, -0.87, 0.47

=====

Below is C4H6N2O in the gas phase, with properties calculated with wB97M-V/def2-TZVPD.

Results
F_max: 0.0700 Eh/bohr
M: 98.10 g/mol
gap between HOMO and LUMO: 8.2 eV
LUMO energy: 0.940 eV
SMILES string: Nc1cc[nH]c1O
energy above the lowest of the compared OMol25 structures with the same formula, charge and spin: 56.7 kcal/mol

```
! RIJCOSX wB97M-V def2-TZVPD def2/J DEFGRID3
* xyz 0 1
N -0.26114 -1.78114 0.82452
C -0.28687 -0.40797 0.38215
C -0.65085 0.88015 0.84921
C -0.20545 1.75801 -0.10753
N 0.44586 1.05004 -1.10540
C 0.39850 -0.26129 -0.78878
O 0.85772 -1.28527 -1.52895
H -0.81138 -2.01994 1.64442
H 0.62576 -1.26768 1.19967
H -1.16703 1.14424 1.76353
H -0.27353 2.83018 -0.15489
H 0.81713 1.41177 -1.96637
H 0.51127 -2.05110 -1.01159
*
```

Atom charges from the Mulliken analysis, given in e for atoms 1 to 4: -0.79, 1.00, -0.70, -0.63

=====

Below is C4H12N2O in the gas phase, with properties calculated with wB97M-V/def2-TZVPD.

Results
F_max: 0.0441 Eh/bohr
M: 104.15 g/mol
gap between HOMO and LUMO: 10.3 eV
LUMO energy: 0.993 eV
SMILES string: C[C@H](O)[C@H](N)CN
energy above the lowest of the compared OMol25 structures with the same formula, charge and spin: 28.9 kcal/mol

```
! RIJCOSX wB97M-V def2-TZVPD def2/J DEFGRID3
* xyz 0 1
C 0.94367 0.30489 1.90310
C 1.11201 0.68052 0.46560
O 0.77171 2.05069 0.34535
C 0.24452 -0.16583 -0.52568
N 0.08239 0.66597 -1.75383
C -1.16282 -0.52063 -0.08112
N -1.64610 -1.68178 -0.84669
H -0.07619 0.54107 2.20980
H 1.63007 0.85362 2.53241
H 1.14420 -0.75695 2.07831
H 2.12901 0.51225 0.07681
H 0.34566 2.10482 -0.52967
H 0.82461 -1.00992 -0.89576
H 0.86478 0.88401 -2.34519
H -0.78104 0.43061 -2.21354
H -1.10007 -0.76117 0.98032
H -1.84403 0.31413 -0.21828
H -0.97516 -2.43136 -0.74536
H -2.50722 -2.01494 -0.43658
*
```

Atom charges from the Mulliken analysis, given in e for atoms 1 to 4: -1.54, 0.15, -0.59, 0.50

=====

Below is a 2-piece molecular cluster, C8H12O4 overall, with properties calculated with wB97M-V/def2-TZVPD.

Results
F_max: 0.0263 Eh/bohr
M: 172.18 g/mol
gap between HOMO and LUMO: 10.7 eV
LUMO energy: 0.550 eV
SMILES string: O=C1CCCO1.O=C1CCCO1
energy above the lowest of the compared OMol25 structures with the same formula, charge and spin: 3.2 kcal/mol

```
! RIJCOSX wB97M-V def2-TZVPD def2/J DEFGRID3
* xyz 0 1
O 1.08414 -1.23235 1.56019
C 1.51761 -0.12498 1.60029
C 1.06234 1.15606 0.92317
C 2.38076 1.86942 0.69549
C 3.22063 1.42280 1.92343
O 2.63916 0.15908 2.30879
H 0.50394 0.89119 0.02818
H 0.44180 1.76329 1.58134
H 2.88940 1.58340 -0.22659
H 2.29279 2.95551 0.65340
H 4.23908 1.17507 1.64819
H 3.11148 2.14322 2.72955
O -4.49421 -1.74615 -0.34416
C -3.45739 -1.39646 -0.80043
C -2.11558 -2.10305 -0.71863
C -1.26650 -1.38522 -1.74774
C -1.91434 -0.00074 -1.76510
O -3.30320 -0.21063 -1.44690
H -1.72129 -1.89119 0.27971
H -2.17511 -3.17899 -0.84259
H -0.21127 -1.26853 -1.49999
H -1.34548 -1.78743 -2.75732
H -1.53361 0.72503 -1.04107
H -1.84515 0.48163 -2.74124
*
```

Atom charges from the Mulliken analysis, given in e for atoms 1 to 4: -0.53, 0.52, 0.01, -0.63

=====

Below is Cl2HgN2O6 as an isolated structure, with properties calculated with wB97M-V/def2-TZVPD.

Results
F_max: 0.2190 Eh/bohr
M: 395.50 g/mol
gap between HOMO and LUMO: 3.0 eV
LUMO energy: 1.182 eV

```
! RIJCOSX wB97M-V def2-TZVPD def2/J DEFGRID3
* xyz -2 1
Hg 0.02833 -2.04685 -0.94006
N -3.72995 -0.79873 2.08146
O -1.99893 -2.72517 -0.72120
O -3.04681 -0.46964 0.79571
O 3.73563 -1.27950 0.40685
N 0.54686 0.57096 0.06834
O -2.83630 0.65452 -1.53005
O -0.40584 2.02053 2.00126
O 0.57434 1.02136 -1.05375
Cl 3.56228 0.46233 -1.83837
Cl 3.57040 2.59020 0.72981
*
```

Atom charges from the Mulliken analysis, given in e for atoms 1 to 4: 0.68, -0.10, -0.66, -0.18

=====

Below is C16H12BrI3NNi as an isolated structure, with properties calculated with wB97M-V/def2-TZVPD.

Results
F_max: 0.0104 Eh/bohr
M: 737.59 g/mol
gap between HOMO and LUMO (spin up / spin down): 6.2 / 6.2 eV
LUMO energy (spin up / spin down): -4.928 / -4.924 eV
energy above the lowest of the compared OMol25 structures with the same formula, charge and spin: 0.0 kcal/mol

```
! RIJCOSX wB97M-V def2-TZVPD def2/J DEFGRID3
* xyz 1 1
Ni -0.17243 -1.59773 -1.58860
I 2.34251 -1.37433 -2.27851
C 2.17744 0.64189 -1.75109
C 3.28508 1.43172 -1.72558
C 3.11885 2.80870 -1.45994
C 1.86876 3.32773 -1.28886
C 0.71567 2.50616 -1.34250
C -0.58891 3.04959 -1.25623
C -1.68009 2.24166 -1.36675
C -1.52449 0.84073 -1.49383
C -0.28432 0.26728 -1.55939
C 0.86391 1.10775 -1.53115
H 4.26977 1.03041 -1.92223
H 3.99022 3.44786 -1.42573
H 1.73759 4.39022 -1.12692
H -0.70133 4.11813 -1.12312
H -2.67702 2.66049 -1.32953
H -2.41773 0.23062 -1.52211
C 0.58007 -1.04059 3.64079
C -0.41227 -1.35404 2.55879
C -1.74790 -1.63799 2.82472
C -2.62463 -1.92821 1.79364
C -2.13149 -1.92462 0.50393
Br -3.25574 -2.30989 -0.95211
N -0.85854 -1.65449 0.22295
C -0.02188 -1.37180 1.23059
H 0.08639 -0.93995 4.60491
H 1.10722 -0.11041 3.42916
H 1.32460 -1.83313 3.72414
H -2.10828 -1.62949 3.84574
H -3.66545 -2.14801 1.97788
H 0.99843 -1.14542 0.94438
I 0.15098 -4.23805 -2.07825
I -1.74502 -5.86282 -1.17919
*
```

Atom charges from the Mulliken analysis, given in e for atoms 1 to 4: -0.18, 0.19, 0.26, -0.54

=====

- Look up the F_max of the first one.
  0.1943 Eh/bohr

=====

- M of number 8 (C16H12BrI3NNi)?
  737.59 g/mol